[1]
C10H13P as an isolated structure in a non-equilibrium geometry. Source: OMol25; level of theory: ωB97M-V with the def2-TZVPD basis set.

CARTESIAN COORDINATES (ANGSTROEM)
C 3.07115 0.39546 0.44798
C 2.69084 1.46483 -0.35605
C 2.09934 -0.56119 0.94188
C 1.31686 1.61919 -0.71938
C 0.79456 -0.39832 0.52596
C 0.38855 0.72498 -0.21176
C -0.55500 -0.79891 0.71885
C -1.04734 0.46282 -0.12492
C -1.18815 -2.15083 0.03601
C -1.87428 0.10637 -1.55282
P -1.89174 1.70516 0.86706
H 4.04299 0.28952 0.81413
H 3.48295 2.08930 -0.70035
H 2.52538 -1.44579 1.40578
H 1.05146 2.56516 -1.24497
H -0.94033 -0.86444 1.70320
H -2.24180 -2.02024 -0.02463
H -0.86348 -2.96724 0.63299
H -0.86819 -2.36332 -1.07213
H -1.27306 -0.62793 -2.15832
H -2.09799 1.10398 -1.96887
H -2.74944 -0.41651 -1.21136
H -0.98441 1.39768 2.02591
H -2.88887 0.69026 1.22579

Results
Kohn-Sham gap, eV: 9.7
Energy relative to the best compared isomer or geometry (same formula, charge and spin), kJ/mol: 53.1
LUMO energy, Eh: 0.0295
Highest occupied orbital energy, eV: -8.9
Spin multiplicity: 1


[2]
C10H14BN7O2Zn as an isolated structure in a non-equilibrium geometry. Source: OMol25; level of theory: ωB97M-V with the def2-TZVPD basis set.

CARTESIAN COORDINATES (ANGSTROEM)
H -0.05036 3.16093 2.25612
N 0.26394 1.82643 0.64842
B 0.68634 0.77743 -1.69368
N 0.60034 1.96423 -0.66328
C 0.75064 3.28443 -0.93478
Zn -0.02296 0.02283 1.44262
H 1.01634 3.60233 -1.94178
C 0.50624 4.01783 0.22702
H 0.54554 5.09863 0.35142
C 0.20164 3.05533 1.20252
H 1.16864 1.23533 -2.70788
C -2.19206 -2.81477 3.01562
H -2.46466 -3.17617 4.01582
H -1.15456 -3.32837 2.82612
H -2.82066 -3.24877 2.22442
N -0.70446 0.19633 -2.00118
N 1.63094 -0.30647 -1.11698
N -1.52126 -0.31337 -1.04018
N 1.51124 -0.76327 0.15342
C -1.32126 0.18523 -3.22088
C 2.64464 -0.95637 -1.74358
H -0.80706 0.55313 -4.10908
H 2.89244 -0.71927 -2.77738
C -2.59306 -0.35057 -3.05068
C 3.20284 -1.86857 -0.84838
C -2.65866 -0.64277 -1.66648
C 2.45664 -1.70417 0.33412
H -3.35276 -0.51547 -3.81468
H 4.03724 -2.54597 -1.02328
H -3.48096 -1.08477 -1.09908
H 2.55884 -2.19877 1.30042
H -2.26446 -1.71187 2.97282
O 0.27964 -0.37677 5.23462
N -0.14606 -0.38937 4.12082
O 0.60114 0.03543 3.12692

Results
Kohn-Sham gap, eV: 8.8
Energy relative to the best compared isomer or geometry (same formula, charge and spin), kJ/mol: 0.0
LUMO energy, Eh: -0.0008
Highest occupied orbital energy, eV: -8.8
Spin multiplicity: 1


[3]
C10H14Br6O4 as an isolated structure in a non-equilibrium geometry. Source: OMol25; level of theory: ωB97M-V with the def2-TZVPD basis set.

CARTESIAN COORDINATES (ANGSTROEM)
O 9.88195 1.62318 -1.05447
C 9.66004 0.66269 -0.31379
O 10.54758 0.31305 0.58603
C 10.03823 -0.60175 1.54245
C 8.91861 -1.29665 0.84312
C 8.45198 -0.29818 -0.20767
H 9.68077 -0.04394 2.40800
H 10.76969 -1.37420 1.77996
H 8.13030 -1.56232 1.54745
H 9.34279 -2.20385 0.41282
H 7.53977 0.16762 0.16517
H 8.29044 -0.71533 -1.20164
O -7.56879 2.75372 -3.21722
C -6.91517 2.75440 -2.21664
O -7.28134 3.27630 -1.05068
C -6.24873 3.05712 0.00491
C -5.00842 2.83256 -0.74069
C -5.43577 2.26356 -2.09615
H -6.56146 2.10741 0.43890
H -6.18621 3.76151 0.83438
H -4.42980 2.07783 -0.20807
H -4.38845 3.72228 -0.85086
H -5.59788 1.19753 -1.93675
H -4.79992 2.35903 -2.97631
C 0.17993 -1.81696 0.13206
Br 0.27375 -2.73823 1.87513
Br 0.62287 -3.01402 -1.40366
Br 1.45445 -0.29164 0.01296
H -0.80081 -1.37452 -0.04258
C -8.61593 -3.41605 1.48426
Br -9.41233 -2.78655 -0.16644
Br -6.58882 -3.12688 1.62427
Br -8.91684 -5.39018 1.65270
H -9.02663 -2.87850 2.33894

Results
Kohn-Sham gap, eV: 9.4
Energy relative to the best compared isomer or geometry (same formula, charge and spin), kJ/mol: 3.4
LUMO energy, Eh: -0.0249
Highest occupied orbital energy, eV: -10.1
Spin multiplicity: 1


[4]
A 9-piece molecular cluster, C10H14Cl24N2O2 overall in a non-equilibrium geometry. Source: OMol25; level of theory: ωB97M-V with the def2-TZVPD basis set.

CARTESIAN COORDINATES (ANGSTROEM)
Cl 0.00215 -0.01727 3.61639
C 0.82576 0.69566 2.22255
Cl 0.40710 -0.17081 0.73738
Cl 0.42671 2.41878 2.08654
H 1.89838 0.60505 2.37474
Cl 2.60612 -1.31315 -1.44866
C 4.05375 -0.49498 -0.84051
Cl 3.92905 -0.21133 0.90148
Cl 5.50091 -1.44009 -1.20991
H 4.13785 0.46801 -1.33907
Cl -7.20530 -3.45975 2.65251
C -6.92583 -5.20715 2.63255
Cl -5.59699 -5.63792 3.71923
Cl -8.39917 -6.07711 3.07795
H -6.64837 -5.49816 1.62158
Cl 5.48285 -4.11867 -5.93891
C 6.00391 -2.52401 -5.37836
Cl 4.73379 -1.75717 -4.41594
Cl 7.50060 -2.65182 -4.44308
H 6.19674 -1.90154 -6.24903
Cl -4.25013 0.33396 0.06858
C -3.32500 1.75766 -0.43131
Cl -4.36210 3.19127 -0.47058
Cl -1.94759 2.01451 0.64982
H -2.94439 1.58310 -1.43525
Cl 3.44636 3.82265 1.97126
C 3.17817 4.30760 0.29041
Cl 4.53085 5.28344 -0.29867
Cl 2.93919 2.88841 -0.73897
H 2.27596 4.91387 0.24970
Cl -6.67482 5.43366 -0.51086
C -6.38614 7.07007 0.09602
Cl -6.89136 7.20506 1.78577
Cl -4.68083 7.50646 -0.08001
H -6.97962 7.76376 -0.49499
Cl 6.00257 1.91619 -2.78324
C 6.90932 3.35437 -3.27269
Cl 5.85914 4.77827 -3.30164
Cl 8.28449 3.61818 -2.19232
H 7.29073 3.19065 -4.27789
N 0.17976 -4.08910 2.02845
C -0.65812 -2.92921 1.67451
O -1.70015 -3.19547 0.69251
C -2.79202 -3.88852 1.24687
N -3.77439 -3.32291 2.17962
O -2.97020 -5.08050 0.87909
H -0.27750 -4.70751 2.70809
H 0.50016 -4.61552 1.21018
H -1.06157 -2.39852 2.61161
H 0.04346 -2.15408 1.18409
H -4.62393 -3.13051 1.61248
H -4.07030 -4.12787 2.76993

Results
Kohn-Sham gap, eV: 9.9
Energy relative to the best compared isomer or geometry (same formula, charge and spin), kJ/mol: 84.1
LUMO energy, Eh: 0.0094
Highest occupied orbital energy, eV: -9.6
Spin multiplicity: 1


[5]
C10H14Cl3MnN5O3S2 as an isolated structure in a non-equilibrium geometry. Source: OMol25; level of theory: ωB97M-V with the def2-TZVPD basis set.

CARTESIAN COORDINATES (ANGSTROEM)
Mn 0.58670 0.32884 0.04745
N 0.36548 -1.73431 -1.04386
C -0.74288 -1.56486 -1.98767
C -1.73199 -0.54775 -1.45074
O -2.96112 -0.77038 -1.56927
N -1.14971 0.50111 -0.91269
C -2.00713 1.51583 -0.32098
C -1.61207 1.69142 1.15157
O -2.39124 2.18117 1.95306
O -0.40291 1.29090 1.40522
H 1.14705 -2.20802 -1.47672
H 0.04582 -2.28315 -0.25053
H -1.28674 -2.48948 -2.18748
H -0.33982 -1.17868 -2.92626
H -3.05946 1.25392 -0.40318
H -1.83773 2.48099 -0.80980
C -2.82006 -2.39322 4.32315
N -3.61876 -2.15693 3.13631
C -3.05908 -1.91371 1.92379
S -1.39956 -2.05432 1.68650
N -3.89253 -1.61472 0.92323
C -5.32704 -1.52716 1.04616
H -3.48434 -2.70742 5.12821
H -2.27178 -1.50039 4.63051
H -2.08984 -3.17326 4.12295
H -4.55706 -1.82610 3.28345
H -3.48408 -1.34581 0.02168
H -5.63954 -0.70998 1.70672
H -5.74929 -2.46631 1.41740
H -5.73155 -1.33243 0.05620
Cl 2.02460 -3.32579 3.46651
C 3.18398 -1.57573 2.98967
Cl 4.66465 -2.31094 2.45995
Cl 3.26087 -0.81607 4.53972
C 2.47415 -0.89533 2.00454
N 1.84812 -0.40289 1.15870
S 2.39671 1.73045 -2.36798
C 1.61201 1.02028 -1.22152

Results
Kohn-Sham gap (spin up / spin down), eV: 5.3 / 5.2
Total charge: -1
Energy relative to the best compared isomer or geometry (same formula, charge and spin), kJ/mol: 140.5
LUMO energy (spin up / spin down), Eh: 0.0405 / 0.0396
Highest occupied orbital energy (spin up / spin down), eV: -4.2 / -4.1
Spin multiplicity: 1


[6]
The molecule C10H14ClNSi in a non-equilibrium geometry. Source: OMol25; level of theory: ωB97M-V with the def2-TZVPD basis set.

CARTESIAN COORDINATES (ANGSTROEM)
C 3.43063 0.19489 0.37734
C 3.17666 -1.07582 -0.07464
C 2.37198 1.17124 0.45302
C 1.87493 -1.39058 -0.45918
C 1.10018 0.86108 0.10301
C 0.80961 -0.48523 -0.32231
C -1.52498 2.00274 -1.69954
C -2.39544 1.75114 -0.73568
C -0.88754 -2.22892 -0.91110
C -1.64204 0.48053 2.22320
N -0.51276 -0.90788 -0.37974
Si -1.96659 0.24141 0.36510
Cl -3.58602 -0.95375 0.22801
H 4.45294 0.28508 0.71698
H 4.00983 -1.91850 -0.14268
H 2.43551 2.20339 0.83723
H 1.81466 -2.45878 -0.71250
H 0.33919 1.49314 0.23707
H -1.77075 2.74647 -2.59503
H -0.58970 1.58707 -1.80685
H -3.32822 2.34848 -0.63522
H -0.34474 -3.09914 -0.25673
H -2.03723 -2.18618 -0.91604
H -0.45661 -2.25354 -1.87237
H -1.31756 -0.55862 2.70243
H -0.94227 1.37278 2.43980
H -2.51369 0.77750 2.83642

Results
Kohn-Sham gap (spin up / spin down), eV: 4.2 / 6.6
LUMO energy (spin up / spin down), Eh: 0.0224 / -0.0694
Highest occupied orbital energy (spin up / spin down), eV: -3.5 / -8.5
Spin multiplicity: 3


[7]
A 2-piece molecular cluster, C10H14F2N overall in a non-equilibrium geometry. Source: OMol25; level of theory: ωB97M-V with the def2-TZVPD basis set.

CARTESIAN COORDINATES (ANGSTROEM)
C 2.20480 -1.40095 -1.63987
C 0.19652 -2.93042 -0.33382
C 1.22619 -0.90074 -0.89222
C 0.25468 -1.60172 -0.16652
C 2.45468 -2.89725 -1.62070
C 1.04822 -3.61744 -1.28258
C -0.29517 3.45734 0.29610
C -0.39515 2.12578 0.92530
C 0.30555 2.29149 -0.33432
C -2.28536 2.23954 2.28685
N -1.71166 1.63801 1.05196
F -0.69782 -0.97311 0.69627
F -0.14843 1.70692 -1.44974
H 2.77237 -0.72196 -2.33604
H -0.81250 -3.37732 -0.12338
H 2.73501 -3.09316 -2.64704
H 3.25648 -3.28961 -0.92411
H 1.35686 -4.47834 -0.73178
H 0.61607 -3.89438 -2.31155
H -1.17755 3.85559 -0.19407
H 0.45738 4.14666 0.85779
H 0.03375 2.02024 1.85193
H -3.23411 1.66133 2.54866
H -1.70795 2.14812 3.18349
H -2.54122 3.27536 2.02047
H -2.21897 1.97716 0.22232
H -1.69268 0.63287 1.04658

Results
Kohn-Sham gap (spin up / spin down), eV: 6.9 / 7.6
Total charge: +1
Energy relative to the best compared isomer or geometry (same formula, charge and spin), kJ/mol: 460.7
LUMO energy (spin up / spin down), Eh: -0.1629 / -0.1367
Highest occupied orbital energy (spin up / spin down), eV: -11.3 / -11.3
Spin multiplicity: 1


[8]
A 3-piece molecular cluster, C10H14F3O8 overall in a non-equilibrium geometry. Source: OMol25; level of theory: ωB97M-V with the def2-TZVPD basis set.

CARTESIAN COORDINATES (ANGSTROEM)
C 2.20490 0.43380 -0.05202
C 1.00502 1.54672 0.04386
O 1.50212 2.75762 0.71513
C -0.34832 1.03979 0.81880
C -1.50194 0.82473 -0.37097
O -2.73074 0.23835 0.19132
F -0.90013 -0.16338 -1.34279
H 2.72539 0.19112 0.97455
H 1.87688 -0.57812 -0.55394
H 3.05605 0.90499 -0.74208
H 0.74521 1.86390 -1.06950
H 1.33728 3.51568 0.05395
H -0.71260 1.90735 1.54882
H -0.20593 0.09256 1.49469
H -3.47872 0.79937 -0.22106
C -1.57745 -0.96787 5.73984
C -1.28317 0.07665 4.71803
O -0.53764 -0.61676 3.74323
C -0.97818 -1.90447 3.80965
O -0.77451 -2.74284 2.94738
O -1.68351 -2.14053 4.95781
F -0.50361 1.05208 5.23618
H -0.76782 -1.08883 6.46734
H -2.50766 -0.77120 6.27968
H -2.17368 0.51653 4.25648
C 0.52255 -0.78787 -4.04016
C 0.81683 0.25665 -5.06197
O 1.56236 -0.43676 -6.03677
C 1.12182 -1.72447 -5.97035
O 1.32549 -2.56284 -6.83262
O 0.41649 -1.96053 -4.82219
F 1.59639 1.23208 -4.54382
H 1.33218 -0.90883 -3.31266
H -0.40766 -0.59120 -3.50032
H -0.07368 0.69653 -5.52352

Results
Kohn-Sham gap, eV: 4.6
Total charge: -1
LUMO energy, Eh: 0.0962
Highest occupied orbital energy, eV: -2.0
Spin multiplicity: 1


Electronic energy for every record listed, in sequence, given in eV: -19866.79226; -74216.66999; -439040.24360; -318208.41338; -114748.44145; -32482.96766; -17507.46172; -35126.76662.